[1]
Computed, not measured: a molecular structure, C45H48F3IrN3Sb2, with ωB97M-V with the def2-TZVPD basis set.

The geometry in XYZ format:
```
102
Properties=species:S:1:pos:R:3:forces:R:3
Ir -0.245 -0.645 -0.125 0.5988 0.1057 0.0996
C 2.120 1.111 -1.130 -0.0174 0.0445 -0.0512
C 2.668 0.277 0.045 0.0270 0.0109 0.0720
N 1.648 0.029 1.082 0.0499 -0.0695 -0.0741
C 1.411 1.155 2.003 0.0359 0.0172 0.0432
C -0.051 1.213 2.400 -0.0351 0.0391 0.0202
N -0.945 1.095 1.226 -0.0743 -0.1123 -0.0242
C -1.059 2.296 0.365 -0.0292 -0.0160 -0.0087
C 0.129 2.482 -0.565 0.0088 0.0179 -0.0013
N 0.627 1.202 -1.147 0.0128 -0.1440 -0.1040
H 2.445 0.649 -2.061 -0.0261 -0.0263 0.0139
H 2.527 2.122 -1.120 0.0205 -0.0089 -0.0079
H 3.554 0.758 0.468 -0.0406 0.0395 0.0110
H 2.977 -0.697 -0.330 0.0373 0.0006 -0.0097
H 1.936 -0.771 1.636 0.0278 -0.0435 0.0294
H 1.738 2.078 1.530 -0.0258 0.0022 -0.0003
H 2.015 1.046 2.907 0.0182 0.0111 -0.0208
H -0.253 2.136 2.950 -0.0053 -0.0066 -0.0015
H -0.280 0.370 3.055 -0.0045 0.0018 -0.0046
H -1.875 0.905 1.583 0.0111 0.0175 0.0213
H -1.186 3.197 0.972 0.0109 -0.0018 0.0018
H -1.963 2.165 -0.228 0.0257 0.0082 0.0129
H 0.955 2.962 -0.048 -0.0164 0.0061 0.0025
H -0.160 3.162 -1.367 -0.0079 -0.0037 0.0043
H 0.328 1.154 -2.115 0.0173 0.0537 -0.0049
F -7.837 0.591 3.255 -0.0602 0.0211 0.0220
C -6.810 0.131 2.625 0.2177 -0.0853 -0.0436
C -6.936 -0.193 1.254 -0.0094 0.0745 0.2906
C -5.832 -0.681 0.626 0.3382 -0.0550 0.0305
C -4.569 -0.810 1.311 -0.3602 0.0485 0.1128
C -4.512 -0.533 2.707 0.0813 -0.1360 -0.2314
C -5.599 -0.042 3.366 -0.2996 0.0364 -0.1474
Sb -2.846 -1.654 0.249 -0.0139 0.1290 0.1653
C -3.018 -0.417 -1.480 -0.1562 0.0398 -0.1189
C -2.406 -0.797 -2.683 0.0218 0.1004 0.0413
C -2.450 0.028 -3.799 0.0364 -0.0753 0.0248
C -3.115 1.237 -3.704 -0.0281 0.0806 -0.0455
F -3.162 2.029 -4.765 0.0147 -0.0093 0.0026
C -3.738 1.648 -2.537 0.0055 -0.0246 -0.0004
C -3.684 0.814 -1.432 0.0350 -0.0491 0.0150
C -4.029 -3.305 -0.274 -0.1425 -0.1416 -0.0498
C -4.044 -4.407 0.586 -0.0652 -0.0707 -0.0623
C -4.810 -5.517 0.277 0.0737 0.0402 0.0825
C -5.559 -5.496 -0.888 -0.0742 -0.0680 -0.0303
F -6.290 -6.557 -1.192 0.0063 -0.0084 0.0045
C -5.578 -4.410 -1.750 0.0364 0.0844 -0.0169
C -4.808 -3.305 -1.434 0.0211 -0.0646 -0.0408
H -7.891 -0.059 0.764 -0.0005 -0.0044 -0.0039
H -5.897 -0.968 -0.416 0.0149 0.0215 -0.0037
H -3.593 -0.705 3.254 0.0107 0.0223 -0.0101
H -5.595 0.211 4.419 -0.0018 0.0089 0.0021
H -1.894 -1.747 -2.776 -0.0154 -0.0038 -0.0047
H -1.993 -0.261 -4.736 -0.0126 -0.0031 -0.0082
H -4.260 2.596 -2.517 -0.0100 -0.0024 0.0042
H -4.176 1.145 -0.524 -0.0028 -0.0140 -0.0009
H -3.448 -4.417 1.491 -0.0172 0.0027 -0.0002
H -4.839 -6.391 0.913 0.0051 0.0041 0.0056
H -6.184 -4.452 -2.646 0.0019 0.0079 -0.0023
H -4.798 -2.458 -2.111 -0.0042 -0.0017 0.0004
C 4.439 -4.220 0.045 -0.0033 0.0452 -0.0248
C 3.934 -3.480 -1.166 -0.0357 0.0141 -0.0569
C 4.834 -3.293 -2.220 0.0504 -0.0171 -0.0117
C 4.489 -2.636 -3.386 0.0162 0.0045 -0.0056
C 3.203 -2.137 -3.547 -0.0285 0.0054 0.0199
C 2.292 -2.303 -2.522 0.1276 0.0058 0.0253
C 2.645 -2.962 -1.332 0.0306 0.1248 -0.1418
Sb 0.938 -3.101 -0.102 -0.4271 0.0872 0.1648
C 1.415 -3.457 1.923 0.2394 0.0380 0.0645
C 2.600 -2.871 2.389 0.0623 -0.1097 -0.0454
C 2.981 -2.983 3.715 -0.0487 -0.0469 0.0180
C 2.172 -3.700 4.588 0.0441 0.0253 -0.0038
C 1.006 -4.286 4.128 -0.0700 -0.0091 -0.0234
C 0.596 -4.174 2.797 -0.0687 0.0868 0.0722
C -0.685 -4.847 2.380 0.0530 -0.0236 0.0212
C -0.081 -4.705 -0.997 -0.0269 -0.1154 -0.0448
C -1.230 -4.406 -1.720 0.0126 -0.0425 -0.0390
C -1.899 -5.384 -2.438 0.0263 0.0032 0.0127
C -1.398 -6.677 -2.435 0.0099 0.0076 0.0000
C -0.251 -6.975 -1.716 -0.0189 -0.0521 -0.0039
C 0.434 -6.006 -0.987 -0.0409 -0.0214 0.1051
C 1.676 -6.393 -0.232 -0.0240 0.0130 -0.0121
H 5.069 -5.053 -0.265 0.0019 0.0056 -0.0029
H 3.648 -4.618 0.670 -0.0603 0.0058 0.0323
H 5.060 -3.567 0.662 0.0224 -0.0190 -0.0009
H 5.835 -3.695 -2.116 -0.0007 0.0097 -0.0011
H 5.219 -2.527 -4.177 0.0056 0.0053 0.0011
H 2.915 -1.639 -4.463 -0.0003 -0.0114 -0.0119
H 1.279 -1.926 -2.658 -0.0155 -0.0134 0.0040
H 3.288 -2.398 1.694 -0.0612 0.0851 -0.0097
H 3.911 -2.549 4.057 -0.0050 0.0118 -0.0050
H 2.460 -3.815 5.625 -0.0013 0.0003 0.0041
H 0.390 -4.853 4.815 0.0012 0.0010 0.0025
H -1.401 -4.836 3.202 -0.0074 -0.0099 -0.0019
H -0.510 -5.893 2.117 0.0079 -0.0051 -0.0234
H -1.147 -4.377 1.511 0.0119 0.0518 -0.0291
H -1.606 -3.392 -1.733 -0.0094 0.0377 -0.0075
H -2.791 -5.139 -3.000 -0.0096 0.0072 -0.0045
H -1.898 -7.455 -2.996 0.0002 -0.0071 0.0042
H 0.130 -7.990 -1.718 -0.0050 0.0001 -0.0008
H 1.613 -7.425 0.108 0.0177 -0.0110 -0.0270
H 1.833 -5.771 0.651 -0.0226 -0.0280 0.0032
H 2.563 -6.310 -0.865 -0.0162 0.0122 -0.0181
```
Positions in Å, forces in eV/Å.

As for the expectation value of S²: 6.033. The total charge is +3. As for the spin multiplicity: 5. As for the energy above the lowest of the compared OMol25 structures with the same formula, charge and spin: 0.000 eV. The value obtained for the molar mass is 1123.63 g/mol. The value obtained for the frontier orbital gap (spin up / spin down) is 6.8880 / 3.9751 eV. Its LUMO energy (spin up / spin down) is -7.962 / -11.792 eV. As for the HOMO energy (spin up / spin down): -14.85 / -15.77 eV. The strongest force on any atom is 0.6 eV/A. As for the electronic energy: -75951.911 eV.

=====

[2]
Computed, not measured: a single C15H21NO4 molecule, with ωB97M-V with the def2-TZVPD basis set.

The geometry in XYZ format:
```
41
Properties=species:S:1:pos:R:3:forces:R:3
C -2.305 2.032 0.729 0.0868 -0.1964 -0.3266
C -2.548 1.373 -0.623 -0.3873 0.2469 0.2903
O -1.395 0.725 -1.133 0.3739 -0.0087 -0.1897
C -0.291 1.455 -1.476 0.2671 -0.0226 -0.0561
C -0.328 2.818 -1.756 -0.2910 -0.0441 0.0163
C 0.823 3.500 -2.107 0.0567 -0.0415 0.0167
C 2.038 2.842 -2.169 0.0299 0.0672 -0.0396
C 2.085 1.491 -1.886 -0.0898 -0.0668 0.0089
C 0.938 0.777 -1.555 -0.1141 0.2549 0.1071
C 1.129 -0.669 -1.223 -0.2354 -0.0962 -0.1998
O 2.178 -1.070 -0.749 0.2620 0.0363 0.1225
N 0.104 -1.491 -1.535 -0.1676 -0.1225 -0.1419
C 0.070 -2.862 -1.087 0.0125 -0.3224 0.1131
C -0.903 -3.059 0.082 0.1248 0.2756 0.0005
C -0.661 -2.083 1.235 0.0890 -0.2724 -0.1267
C 0.670 -2.307 1.949 -0.2097 0.1561 0.0396
C 0.927 -1.248 3.033 0.1357 -0.0930 -0.1537
C 1.532 -0.002 2.438 0.2970 0.0127 0.4098
O 2.653 0.382 2.629 0.1966 0.0085 -0.0004
O 0.674 0.673 1.656 -0.5506 0.1413 -0.3188
H -3.251 2.364 1.147 -0.1039 0.0677 0.0445
H -1.845 1.318 1.407 0.0080 -0.0411 0.0785
H -1.642 2.888 0.634 0.0248 0.0865 0.0625
H -2.944 2.093 -1.349 0.0294 -0.1286 0.0232
H -3.274 0.562 -0.518 0.0458 0.1573 -0.0633
H -1.261 3.358 -1.713 -0.0957 0.0130 0.0448
H 0.763 4.556 -2.327 -0.0130 0.0831 -0.0098
H 2.938 3.376 -2.430 0.0851 0.0395 -0.0238
H 3.019 0.950 -1.907 0.0637 -0.0557 0.0274
H -0.772 -1.080 -1.817 0.1258 0.1070 0.0530
H -0.227 -3.506 -1.922 0.1078 0.0125 0.0894
H 1.088 -3.121 -0.793 -0.1121 -0.0417 -0.1050
H -0.813 -4.087 0.437 -0.0778 -0.0920 -0.0259
H -1.923 -2.918 -0.284 -0.0586 -0.0968 -0.0073
H -0.695 -1.064 0.850 -0.1106 0.0011 0.0498
H -1.474 -2.192 1.958 -0.0194 0.0702 0.0326
H 0.667 -3.294 2.415 0.0329 -0.0304 -0.0068
H 1.491 -2.272 1.233 0.0420 -0.1099 -0.0044
H 1.634 -1.629 3.771 -0.0428 0.1502 -0.0271
H -0.009 -0.990 3.532 -0.0107 0.0072 0.0588
H 1.135 1.411 1.227 0.1927 -0.1121 0.1374
```
Positions in Å, forces in eV/Å.

The total charge is 0. As for the spin multiplicity: 1. As for the energy above the lowest of the compared OMol25 structures with the same formula, charge and spin: 0.284 eV. The value obtained for the molar mass is 279.34 g/mol. The value obtained for the frontier orbital gap is 9.6468 eV. Its LUMO energy is 0.655 eV. Its SMILES is CCOc1ccccc1C(=O)NCCCCCC(=O)O. As for the HOMO energy: -8.99 eV. The strongest force on any atom is 0.7 eV/A. As for the electronic energy: -25577.101 eV.

=====

[3]
Computed, not measured: a single C3H5N3O molecule in a non-equilibrium geometry, with ωB97M-V with the def2-TZVPD basis set.

The geometry in XYZ format:
```
12
Properties=species:S:1:pos:R:3:forces:R:3
N 1.047 1.932 0.012 -0.2264 0.0788 -0.2170
C 0.377 0.718 -0.004 -0.1447 0.0394 -0.1423
N -0.763 0.422 -0.547 0.2636 -0.0778 -0.1702
C -0.915 -0.932 -0.261 0.1071 -0.1079 0.1318
O -2.003 -1.585 -0.706 -0.1113 0.1150 -0.1389
C 0.121 -1.431 0.449 -0.3844 -0.0384 0.0721
N 0.984 -0.325 0.680 -0.2057 0.2353 -0.0776
H 0.479 2.676 -0.365 -0.0094 0.0182 -0.0854
H 1.920 1.854 -0.501 -0.0598 0.1348 0.2881
H -2.569 -0.918 -1.116 0.0350 -0.1290 -0.0570
H 0.379 -2.443 0.725 -0.1373 0.2469 0.1038
H 0.942 0.032 1.633 0.8733 -0.5152 0.2925
```
Positions in Å, forces in eV/Å.

The total charge is 0. As for the spin multiplicity: 1. As for the energy above the lowest of the compared OMol25 structures with the same formula, charge and spin: 1.023 eV. The value obtained for the molar mass is 99.09 g/mol. The value obtained for the frontier orbital gap is 9.0625 eV. Its LUMO energy is 0.915 eV. Its SMILES is Nc1nc(O)c[nH]1. As for the HOMO energy: -8.15 eV. The strongest force on any atom is 1.1 eV/A. As for the electronic energy: -9709.560 eV.

=====

[4]
Computed, not measured: a gas-phase ion, C7H6BrN4S (charge +1) in a non-equilibrium geometry, with ωB97M-V with the def2-TZVPD basis set.

The geometry in XYZ format:
```
19
Properties=species:S:1:pos:R:3:forces:R:3
H 1.637 -2.786 3.222 1.6889 0.5374 0.5539
N 0.819 -2.621 2.700 -2.2969 0.3416 -1.7674
C 0.694 -1.671 1.829 -2.4667 -1.6497 0.0532
C -0.576 -1.598 1.067 -2.0604 -0.2926 -0.6972
C -0.944 -0.564 0.160 1.5968 -1.2178 0.9274
S -2.486 -0.544 -0.639 0.6148 -0.1757 -0.1624
C -2.414 0.519 -2.137 4.2260 2.2963 1.0520
N 0.110 0.320 -0.021 -0.4469 -0.3311 -0.2635
N 0.129 1.264 -0.883 2.0179 1.6985 0.1851
C 1.467 1.907 -0.710 -1.8344 0.3405 0.5733
Br 1.784 3.598 -1.529 -0.2281 -1.5382 0.3282
C 2.153 1.304 0.296 1.1594 -0.0064 -1.8250
C 1.358 0.185 0.715 -0.2297 0.3196 -0.0283
N 1.599 -0.730 1.537 2.4473 1.0247 0.5787
H -1.364 -2.399 1.125 1.2058 0.7245 0.4433
H -1.387 0.627 -2.745 -2.5591 -0.9918 1.4078
H -2.582 1.534 -1.749 -0.0175 -0.2406 -0.2756
H -3.239 0.258 -2.683 -1.8387 -1.0152 -1.5717
H 3.243 1.399 0.444 -0.9787 0.1762 0.4881
```
Positions in Å, forces in eV/Å.

The total charge is +1. As for the spin multiplicity: 1. As for the energy above the lowest of the compared OMol25 structures with the same formula, charge and spin: 2.299 eV. The value obtained for the molar mass is 258.12 g/mol. The value obtained for the frontier orbital gap (spin up / spin down) is 6.0781 / 5.7542 eV. Its LUMO energy (spin up / spin down) is -7.080 / -7.139 eV. Its SMILES is [H]/N=C1/C=C(SC)[N+]2=NC(Br)=CC2=N1. As for the HOMO energy (spin up / spin down): -13.16 / -12.89 eV. The strongest force on any atom is 4.9 eV/A. As for the electronic energy: -94183.050 eV.

=====

[5]
Computed, not measured: a molecular structure, C4H6N2O in a non-equilibrium geometry, with ωB97M-V with the def2-TZVPD basis set.

The geometry in XYZ format:
```
13
Properties=species:S:1:pos:R:3:forces:R:3
C 1.692 -0.355 0.117 -1.7530 -3.8928 1.6551
C -0.788 -1.176 0.078 1.2329 1.9031 1.3849
C -2.108 -0.365 -0.046 1.3126 -0.5192 0.6692
C -1.467 1.042 0.028 0.1076 3.8780 4.0834
H 1.861 -1.360 0.758 -1.5180 1.2835 -1.3141
H -0.730 -1.962 -0.668 0.0510 -0.5459 0.8029
H -0.766 -1.364 1.211 1.1382 -0.5378 -1.7703
H -2.848 -0.694 0.885 1.5503 1.1874 -3.1466
H -2.249 -0.676 -1.097 -1.8988 0.8276 0.4472
H -1.961 2.112 0.727 1.1447 -3.5613 -2.8553
N 0.318 -0.118 -0.409 0.7079 -1.2481 2.1329
N -0.161 1.155 -0.016 -2.8740 -1.2040 -0.9964
O 2.701 0.225 0.012 0.7988 2.4296 -1.0929
```
Positions in Å, forces in eV/Å.

The total charge is 0. As for the spin multiplicity: 1. As for the energy above the lowest of the compared OMol25 structures with the same formula, charge and spin: 4.893 eV. The value obtained for the molar mass is 98.11 g/mol. The value obtained for the frontier orbital gap is 9.9067 eV. Its LUMO energy is 0.682 eV. As for the HOMO energy: -9.22 eV. The strongest force on any atom is 5.6 eV/A. As for the electronic energy: -9268.608 eV.